This record from the Open Molecules 2025 dataset describes a cluster of 2 separate species, C4H12NS2 in total. The level of theory is the ωB97M-V functional and the def2-TZVPD basis.

Computed properties:
- HOMO level (Ha) = -0.51840
- E_LUMO (eV) = -5.030
- gap between HOMO and LUMO (Ha) = 0.334
- spin multiplicity = 1
- charge = +1

Atoms and positions in Å:
1 C -0.61 -0.04 2.10
2 C -0.83 -0.60 -1.46
3 C -0.18 -1.35 1.47
4 C 0.61 -0.62 -1.13
5 N 0.40 2.05 -0.57
6 S 1.68 -0.30 -2.41
7 S 1.25 -1.11 0.36
8 H 0.11 0.29 2.84
9 H -0.71 0.74 1.35
10 H -1.57 -0.17 2.59
11 H -1.20 -1.62 -1.58
12 H -1.42 -0.11 -0.69
13 H -0.99 -0.08 -2.41
14 H -0.97 -1.83 0.90
15 H 0.19 -2.04 2.22
16 H -0.19 2.60 0.04
17 H 0.22 2.38 -1.51
18 H 1.36 2.31 -0.36
19 H 2.83 -0.52 -1.75

This record from the Open Molecules 2025 dataset describes the ion C4H12NS2 with charge +1. The level of theory is the ωB97M-V functional and the def2-TZVPD basis.

Computed properties:
- SMILES = CCSSCC[NH3+]
- HOMO level (Ha) = -0.46225
- E_LUMO (eV) = -3.606
- gap between HOMO and LUMO (Ha) = 0.330
- spin multiplicity = 1
- charge = +1

Atoms and positions in Å:
1 C -2.74 0.87 1.30
2 C -1.79 -0.36 1.49
3 S -1.00 -1.07 0.02
4 S -0.16 0.45 -0.84
5 C 1.27 1.03 0.14
6 C 2.64 0.66 -0.56
7 N 2.66 -0.87 -0.88
8 H -2.21 1.28 0.38
9 H -3.71 0.72 0.80
10 H -2.82 1.43 2.30
11 H -1.07 -0.04 2.22
12 H -2.34 -1.12 2.06
13 H 1.07 0.40 1.12
14 H 1.15 2.09 0.49
15 H 3.61 0.75 -0.02
16 H 2.37 1.06 -1.56
17 H 1.84 -1.20 -0.30
18 H 3.45 -1.40 -0.50
19 H 2.45 -1.05 -1.89

This record from the Open Molecules 2025 dataset describes a cluster of 2 separate species, C4H12O in total. The level of theory is the ωB97M-V functional and the def2-TZVPD basis.

Computed properties:
- SMILES = CCC.CO
- HOMO level (Ha) = -0.37379
- E_LUMO (eV) = 0.915
- gap between HOMO and LUMO (Ha) = 0.407
- spin multiplicity = 1

Atoms and positions in Å:
1 C 0.43 1.62 -0.90
2 C -0.17 0.78 -2.07
3 C -1.03 -0.44 -1.70
4 H -0.39 1.86 -0.07
5 H 0.88 2.46 -1.42
6 H 1.32 1.16 -0.49
7 H -0.68 1.55 -2.70
8 H 0.69 0.45 -2.74
9 H -1.06 -1.25 -2.38
10 H -0.62 -0.91 -0.80
11 H -2.08 -0.02 -1.52
12 C 0.77 -1.46 3.02
13 O -0.52 -1.18 2.41
14 H 0.81 -0.74 3.83
15 H 0.79 -2.51 3.17
16 H 1.48 -1.11 2.23
17 H -0.62 -0.27 2.14

This record from the Open Molecules 2025 dataset describes a cluster of 2 separate species, C4H12O in total. The level of theory is the ωB97M-V functional and the def2-TZVPD basis.

Computed properties:
- SMILES = CCO.CC
- HOMO level (Ha) = -0.38162
- E_LUMO (eV) = 0.919
- gap between HOMO and LUMO (Ha) = 0.415
- spin multiplicity = 1

Atoms and positions in Å:
1 C 2.05 -1.58 -0.98
2 C 0.66 -1.57 -0.38
3 O -0.20 -2.43 -1.16
4 H 2.00 -1.71 -2.05
5 H 2.59 -2.41 -0.54
6 H 2.69 -0.74 -0.68
7 H 0.66 -2.07 0.58
8 H 0.23 -0.58 -0.26
9 H -0.45 -2.00 -1.99
10 C -0.77 2.19 0.43
11 C -1.79 1.57 1.41
12 H 0.28 1.97 0.67
13 H -0.95 1.82 -0.55
14 H -0.84 3.27 0.49
15 H -2.50 2.31 1.77
16 H -1.33 1.17 2.32
17 H -2.34 0.78 0.91

This record from the Open Molecules 2025 dataset describes a cluster of 2 separate species, C4H12O in total. The level of theory is the ωB97M-V functional and the def2-TZVPD basis.

Computed properties:
- SMILES = CCO.CC
- HOMO level (Ha) = -0.36831
- E_LUMO (eV) = 0.845
- gap between HOMO and LUMO (Ha) = 0.399
- spin multiplicity = 1

Atoms and positions in Å:
1 C 0.69 0.52 -0.50
2 C 1.24 1.17 -1.76
3 O 0.59 2.39 -2.25
4 H 0.76 1.23 0.42
5 H 1.53 -0.08 -0.05
6 H -0.24 -0.17 -0.60
7 H 2.28 1.46 -1.95
8 H 0.84 0.31 -2.43
9 H -0.34 2.01 -2.32
10 C -0.91 -1.27 2.50
11 C -1.42 -2.54 1.77
12 H -1.50 -0.38 2.12
13 H -1.04 -1.37 3.58
14 H 0.04 -0.96 2.32
15 H -0.56 -3.27 1.57
16 H -2.23 -2.89 2.41
17 H -1.91 -2.33 0.81

This record from the Open Molecules 2025 dataset describes a cluster of 2 separate species, C4H12O in total. The level of theory is the ωB97M-V functional and the def2-TZVPD basis.

Computed properties:
- SMILES = CCO.CC
- HOMO level (Ha) = -0.37074
- E_LUMO (eV) = 0.944
- gap between HOMO and LUMO (Ha) = 0.405
- spin multiplicity = 1

Atoms and positions in Å:
1 C -0.20 2.56 0.12
2 C -0.56 1.21 -0.55
3 O -1.10 1.22 -1.88
4 H -0.97 3.25 0.28
5 H 0.62 3.14 -0.39
6 H 0.32 2.46 1.09
7 H 0.35 0.64 -0.75
8 H -1.17 0.58 -0.08
9 H -1.30 2.07 -2.11
10 C 0.25 -1.53 0.23
11 C 0.75 -2.82 0.90
12 H -0.66 -1.41 0.50
13 H 0.78 -0.58 0.32
14 H 0.05 -1.73 -0.88
15 H 1.89 -2.82 0.93
16 H 0.56 -3.52 0.30
17 H 0.41 -2.73 1.96

This record from the Open Molecules 2025 dataset describes a cluster of 2 separate species, C4H12O in total. The level of theory is the ωB97M-V functional and the def2-TZVPD basis.

Computed properties:
- SMILES = CCO.CC
- HOMO level (Ha) = -0.37435
- E_LUMO (eV) = 0.925
- gap between HOMO and LUMO (Ha) = 0.408
- spin multiplicity = 1

Atoms and positions in Å:
1 C -2.06 0.87 -0.10
2 C -1.91 0.74 -1.59
3 O -0.96 -0.27 -1.93
4 H -2.41 -0.10 0.26
5 H -2.71 1.72 0.12
6 H -1.12 1.10 0.38
7 H -2.78 0.44 -2.19
8 H -1.54 1.70 -1.98
9 H -0.13 -0.15 -1.44
10 C 1.73 -1.00 1.48
11 C 3.06 -0.39 1.95
12 H 0.83 -0.38 1.60
13 H 1.82 -1.21 0.41
14 H 1.46 -1.96 1.91
15 H 3.88 -0.91 1.47
16 H 3.09 -0.37 3.04
17 H 3.07 0.64 1.62

This record from the Open Molecules 2025 dataset describes a cluster of 2 separate species, C4H12O in total. The level of theory is the ωB97M-V functional and the def2-TZVPD basis.

Computed properties:
- SMILES = CCO.CC
- HOMO level (Ha) = -0.38364
- E_LUMO (eV) = 0.970
- gap between HOMO and LUMO (Ha) = 0.419
- spin multiplicity = 1

Atoms and positions in Å:
1 C 2.22 0.27 1.84
2 C 0.73 0.40 1.68
3 O 0.40 1.53 0.87
4 H 2.58 1.08 2.49
5 H 2.78 0.40 0.92
6 H 2.52 -0.66 2.32
7 H 0.29 -0.38 1.10
8 H 0.19 0.43 2.60
9 H 0.62 2.39 1.23
10 C -1.22 -0.03 -1.67
11 C -1.90 -1.31 -2.11
12 H -1.46 0.83 -2.28
13 H -1.44 0.21 -0.63
14 H -0.13 -0.13 -1.69
15 H -2.99 -1.25 -2.11
16 H -1.55 -1.60 -3.10
17 H -1.67 -2.17 -1.47

This record from the Open Molecules 2025 dataset describes a cluster of 2 separate species, C4H12O in total. The level of theory is the ωB97M-V functional and the def2-TZVPD basis.

Computed properties:
- SMILES = CCO.CC
- HOMO level (Ha) = -0.37681
- E_LUMO (eV) = 0.958
- gap between HOMO and LUMO (Ha) = 0.412
- spin multiplicity = 1

Atoms and positions in Å:
1 C -1.75 -2.92 0.49
2 C -2.18 -2.00 1.62
3 O -1.50 -0.74 1.46
4 H -1.01 -3.61 0.87
5 H -2.59 -3.55 0.16
6 H -1.57 -2.32 -0.39
7 H -1.99 -2.41 2.62
8 H -3.23 -1.71 1.59
9 H -1.11 -0.55 2.32
10 C 1.91 3.04 -1.80
11 C 2.25 1.87 -0.87
12 H 2.76 3.18 -2.45
13 H 1.91 3.99 -1.26
14 H 1.04 2.94 -2.43
15 H 1.44 1.59 -0.21
16 H 2.55 1.03 -1.49
17 H 3.07 2.17 -0.22

This record from the Open Molecules 2025 dataset describes a cluster of 2 separate species, C4H12O in total. The level of theory is the ωB97M-V functional and the def2-TZVPD basis.

Computed properties:
- SMILES = CCO.CC
- HOMO level (Ha) = -0.36825
- E_LUMO (eV) = 0.872
- gap between HOMO and LUMO (Ha) = 0.400
- spin multiplicity = 1

Atoms and positions in Å:
1 C 0.24 0.67 -2.78
2 C 0.04 -0.55 -1.82
3 O 0.71 -1.62 -2.53
4 H 0.41 0.46 -3.80
5 H 1.05 1.23 -2.30
6 H -0.69 1.15 -2.96
7 H 0.64 -0.39 -0.90
8 H -0.99 -0.79 -1.39
9 H -0.05 -2.24 -2.83
10 C -0.58 0.88 2.65
11 C 0.25 -0.40 2.62
12 H -1.15 1.01 3.64
13 H -0.03 1.79 2.64
14 H -1.25 0.90 1.81
15 H 1.11 -0.03 3.32
16 H 0.53 -0.79 1.61
17 H -0.22 -1.29 3.03

This record from the Open Molecules 2025 dataset describes a cluster of 2 separate species, C4H12O in total. The level of theory is the ωB97M-V functional and the def2-TZVPD basis.

Computed properties:
- SMILES = CCO.CC
- HOMO level (Ha) = -0.38064
- E_LUMO (eV) = 1.002
- gap between HOMO and LUMO (Ha) = 0.417
- spin multiplicity = 1

Atoms and positions in Å:
1 C -0.57 2.06 -1.09
2 C -0.19 0.68 -1.60
3 O -1.31 -0.15 -1.81
4 H 0.25 2.77 -1.05
5 H -1.09 1.99 -0.12
6 H -1.37 2.47 -1.73
7 H 0.29 0.78 -2.58
8 H 0.55 0.25 -0.92
9 H -1.62 -0.49 -0.96
10 C -0.13 -1.13 1.56
11 C 1.37 -1.42 1.40
12 H -0.40 -0.15 1.16
13 H -0.70 -1.89 1.02
14 H -0.40 -1.15 2.61
15 H 1.54 -2.29 0.75
16 H 1.96 -0.59 1.00
17 H 1.82 -1.72 2.35

This record from the Open Molecules 2025 dataset describes a cluster of 2 separate species, C4H12O2 in total. The level of theory is the ωB97M-V functional and the def2-TZVPD basis.

Computed properties:
- SMILES = CC[C@H](C)O.O
- HOMO level (Ha) = -0.38038
- E_LUMO (eV) = 0.914
- gap between HOMO and LUMO (Ha) = 0.414
- spin multiplicity = 1

Atoms and positions in Å:
1 C -2.20 -0.67 -0.01
2 C -0.99 -0.34 0.85
3 C 0.18 0.25 0.10
4 C 1.50 0.34 0.90
5 O -0.24 1.58 -0.25
6 H -3.19 -0.48 0.44
7 H -2.20 -1.62 -0.54
8 H -2.22 0.12 -0.76
9 H -1.35 0.22 1.75
10 H -0.78 -1.12 1.62
11 H 0.26 -0.24 -0.87
12 H 2.34 0.41 0.22
13 H 1.38 1.28 1.44
14 H 1.51 -0.40 1.70
15 H -0.46 2.17 0.46
16 O 2.51 -0.36 -2.26
17 H 1.70 -0.21 -1.78
18 H 2.25 -0.91 -3.01

Ordered energy relative to the best compared isomer or geometry (same formula, charge and spin) results: 14.5; 42.6; 32.4; 15.9; 46.7; 64.0; 13.7; 11.9; 18.0; 40.3; 12.2; 23.0; unit kcal/mol.
Ordered E results: -1010.47244; -1010.42757; -234.78092; -234.80729; -234.75817; -234.73058; -234.81076; -234.81371; -234.80388; -234.76843; -234.81319; -310.03630; unit Eh.